Entry 1:
Entry from the Open Molecules 2025 dataset: a 16-piece molecular cluster, C34H87N22O18S overall at a distorted geometry (the ωB97M-V functional and the def2-TZVPD basis).

```
! wB97M-V def2-TZVPD RIJCOSX def2/J DEFGRID3
* xyz 1 1
C 1.865 -1.100 0.200
C 1.639 0.336 -0.496
N 0.242 0.579 -0.695
C -0.477 0.039 -1.720
C -1.896 0.202 -1.477
N -1.973 1.044 -0.356
C -0.673 1.253 0.160
C -3.216 1.589 0.119
H 2.876 -1.477 0.046
H 1.134 -1.803 -0.200
H 1.692 -0.939 1.264
H 2.129 0.345 -1.469
H 2.172 1.162 -0.025
H -0.047 -0.490 -2.557
H -2.789 -0.108 -1.999
H -0.450 1.675 1.129
H -4.039 1.197 -0.477
H -3.245 2.637 -0.181
H -3.303 1.358 1.181
C -2.179 -3.713 2.996
O -1.667 -2.663 3.478
N -2.779 -3.859 1.879
N -2.111 -4.920 3.586
H -3.217 -4.739 1.648
H -2.953 -3.018 1.348
H -2.426 -5.657 2.971
H -1.944 -5.038 4.575
C -0.428 2.131 6.874
O -1.494 2.321 6.385
N 0.680 2.456 6.296
N -0.290 1.633 8.067
H 1.528 2.211 6.787
H 0.549 2.348 5.300
H -1.201 1.395 8.433
H 0.540 1.759 8.628
C 6.708 2.175 5.220
O 7.373 3.169 5.183
N 5.899 1.838 4.272
N 6.664 1.391 6.332
H 5.407 0.958 4.333
H 5.993 2.386 3.429
H 7.339 1.637 7.042
H 6.000 0.631 6.340
C 5.087 5.548 -2.957
O 3.981 5.827 -3.170
N 6.061 5.423 -3.794
N 5.558 5.356 -1.730
H 7.028 5.449 -3.506
H 5.782 5.671 -4.732
H 6.542 5.166 -1.603
H 4.887 5.463 -0.983
C -8.092 2.444 6.363
O -8.255 2.427 5.246
N -7.178 3.027 7.132
N -8.993 2.004 7.147
H -6.288 3.245 6.705
H -7.365 3.068 8.123
H -9.908 1.786 6.780
H -8.696 2.043 8.112
C -5.498 7.723 2.507
O -4.551 8.430 2.585
N -6.731 8.137 2.254
N -5.498 6.441 2.735
H -7.485 7.466 2.221
H -6.829 9.126 2.070
H -4.675 5.940 3.038
H -6.417 6.036 2.845
C -3.164 8.550 -2.880
O -2.499 8.162 -3.842
N -3.295 9.755 -2.444
N -4.059 7.710 -2.354
H -4.025 9.997 -1.789
H -2.442 10.290 -2.533
H -4.584 8.193 -1.639
H -4.054 6.813 -2.819
C 1.364 6.776 1.775
O 2.027 5.760 1.770
N 0.941 7.343 0.706
N 0.903 7.384 2.833
H 0.834 8.328 0.511
H 1.243 6.773 -0.071
H 1.086 6.962 3.732
H 0.242 8.085 2.531
C 2.698 -2.787 7.926
O 3.485 -2.316 7.076
N 3.089 -3.366 9.032
N 1.396 -3.081 7.709
H 2.410 -3.865 9.588
H 4.084 -3.306 9.197
H 0.999 -2.686 6.869
H 0.732 -3.337 8.426
C -6.603 2.856 -5.300
O -5.633 3.276 -4.644
N -7.779 3.057 -4.915
N -6.572 2.125 -6.397
H -7.836 3.655 -4.103
H -8.619 2.837 -5.432
H -5.740 2.013 -6.958
H -7.407 1.847 -6.892
C 6.581 -2.663 -8.288
C 6.994 -1.362 -8.979
O 6.452 -0.355 -8.217
S 6.006 -0.844 -6.676
O 4.546 -0.972 -6.518
O 6.694 -0.230 -5.583
O 6.658 -2.328 -6.993
H 7.328 -3.389 -8.609
H 5.628 -2.915 -8.753
H 6.634 -1.233 -10.000
H 8.073 -1.224 -8.924
C 9.402 -2.587 0.916
C 9.094 -2.751 -0.555
C 10.433 -2.339 -1.194
O 11.008 -1.374 -0.267
C 10.181 -1.301 0.882
H 9.871 -3.477 1.334
H 8.532 -2.338 1.525
H 8.239 -2.250 -1.009
H 8.799 -3.787 -0.720
H 10.290 -1.852 -2.158
H 10.964 -3.283 -1.320
H 9.465 -0.481 0.838
H 10.883 -1.212 1.711
C -0.782 -3.273 -7.325
C -0.570 -4.265 -6.160
C -1.941 -4.286 -5.442
O -2.767 -3.317 -5.963
C -2.297 -2.961 -7.234
H -0.489 -3.737 -8.267
H -0.186 -2.381 -7.133
H 0.131 -4.018 -5.362
H -0.347 -5.271 -6.514
H -1.932 -4.227 -4.354
H -2.444 -5.215 -5.711
H -2.498 -1.998 -7.703
H -2.794 -3.615 -7.950
C 2.506 -7.462 0.591
C 2.476 -8.840 1.283
C 2.299 -9.894 0.157
O 1.456 -9.126 -0.806
C 1.580 -7.691 -0.616
H 3.533 -7.265 0.282
H 2.073 -6.696 1.234
H 1.656 -8.825 2.000
H 3.382 -8.872 1.888
H 1.822 -10.787 0.562
H 3.223 -10.041 -0.402
H 0.621 -7.304 -0.272
H 2.008 -7.046 -1.384
C -8.418 -4.094 -0.250
C -8.090 -4.425 -1.638
C -8.435 -3.136 -2.363
O -8.576 -2.181 -1.292
C -8.156 -2.669 -0.065
H -8.070 -4.850 0.454
H -9.466 -4.305 -0.035
H -8.640 -5.332 -1.891
H -7.028 -4.655 -1.725
H -9.380 -3.186 -2.904
H -7.732 -2.794 -3.123
H -8.671 -2.242 0.796
H -7.131 -2.553 0.287
*
```

Output
DFT total energy   -117132.3815 eV
HOMO level   -10.6 eV
Frontier orbital gap   0.2965 Eh

Entry 2:
Entry from the Open Molecules 2025 dataset: an isolated molecule of C6H8 at a distorted geometry (the ωB97M-V functional and the def2-TZVPD basis).

```
! wB97M-V def2-TZVPD RIJCOSX def2/J DEFGRID3
* xyz 0 1
C -0.634 -0.179 1.467
C -0.419 -0.190 2.800
C -0.276 -0.008 -0.949
C 0.197 -0.357 0.319
C 0.780 0.744 -1.844
C -0.004 -0.269 -2.570
H -1.613 0.229 1.200
H 0.317 -0.862 3.243
H -0.907 0.460 3.511
H -1.203 0.558 -0.962
H 1.032 -1.028 0.487
H 0.574 1.717 -2.274
H 1.778 0.425 -1.529
H 0.380 -1.239 -2.898
*
```

Output
DFT total energy   -6344.9121 eV
HOMO level   -7.1 eV
Energy relative to the best compared isomer or geometry (same formula, charge and spin)   135.4 kcal/mol
Frontier orbital gap   0.2126 Eh

Entry 3:
Entry from the Open Molecules 2025 dataset: a 3-piece molecular cluster, CHCl3N2 overall at a distorted geometry (the ωB97M-V functional and the def2-TZVPD basis).

```
! wB97M-V def2-TZVPD RIJCOSX def2/J DEFGRID3
* xyz 0 1
C -0.871 -0.097 1.390
N -0.071 0.138 2.181
N 0.232 -0.168 -1.358
Cl -2.136 -0.592 0.437
Cl 2.190 0.031 1.057
Cl -0.430 0.521 -2.666
H 1.088 0.167 -1.042
*
```

Output
DFT total energy   -41593.3055 eV
HOMO level (spin up / spin down)   -8.8 / -8.8 eV
Energy relative to the best compared isomer or geometry (same formula, charge and spin)   99.0 kcal/mol
Frontier orbital gap (spin up / spin down)   0.1572 / 0.1507 Eh

- Among the records above, which one has the lowest DFT total energy?
  C34H87N22O18S